<one>
Formula: C3H7N4
Source: the Open Molecules 2025 dataset
Level of theory: wB97M-V/def2-TZVPD

Cartesian coordinates (Å):
C1 1.89 -0.83 -0.13
C2 -0.41 -0.17 0.15
C3 -0.48 1.13 -0.60
N1 2.04 0.42 0.20
N2 1.29 1.17 0.69
N3 0.45 -1.09 -0.15
N4 -1.56 -0.53 0.82
H1 2.47 -1.38 -0.86
H2 0.14 1.27 -1.47
H3 -0.57 1.95 0.01
H4 -1.54 1.10 -0.97
H5 0.10 -2.05 0.03
H6 -2.12 0.30 0.86
H7 -1.71 -1.29 1.42

Output
Total charge: +1
HOMO-LUMO gap (alpha / beta) in eV: 7.538 / 7.536
HOMO level (alpha / beta) in eV: -13.3546 / -13.3530

<two>
Formula: C3H7N4
Source: the Open Molecules 2025 dataset
Level of theory: wB97M-V/def2-TZVPD

Cartesian coordinates (Å):
C1 1.78 0.38 -0.25
C2 0.26 -1.06 0.08
C3 -0.28 1.47 0.02
N1 1.29 -1.77 0.02
N2 2.26 -0.86 -0.19
N3 0.44 0.28 0.04
N4 -1.93 -1.87 0.05
H1 2.32 1.34 -0.31
H2 0.26 2.26 0.51
H3 -0.39 1.71 -0.97
H4 -1.29 1.33 0.55
H5 3.31 -1.14 -0.09
H6 -1.93 -2.45 0.91
H7 -1.74 -2.45 -0.80

Output
Total charge: +1
HOMO-LUMO gap (alpha / beta) in eV: 9.465 / 9.552
HOMO level (alpha / beta) in eV: -15.0671 / -14.8874

From most stable to least stable, the computed energies give <one>, <two>.

<one>
Formula: C3H7N4
Source: the Open Molecules 2025 dataset
Level of theory: wB97M-V/def2-TZVPD

Cartesian coordinates (Å):
C1 1.56 0.72 0.47
C2 -0.99 0.32 -0.05
C3 1.26 -0.59 0.56
N1 1.95 1.82 0.51
N2 -1.99 -0.53 0.09
N3 1.64 -1.36 -0.38
N4 -1.03 1.58 -0.39
H1 0.58 -1.10 1.29
H2 -1.85 -1.46 0.60
H3 -2.96 -0.20 -0.13
H4 1.55 -2.30 -0.27
H5 2.23 -1.08 -1.13
H6 -0.23 2.09 -0.36
H7 -1.72 2.09 -0.82

Output
Total charge: +1
HOMO-LUMO gap (alpha / beta) in eV: 8.105 / 8.106
HOMO level (alpha / beta) in eV: -13.1968 / -13.1983

<two>
Formula: C3H7N4
Source: the Open Molecules 2025 dataset
Level of theory: wB97M-V/def2-TZVPD

Cartesian coordinates (Å):
C1 -0.91 1.72 -1.89
C2 0.24 1.27 -1.00
C3 0.72 -0.28 0.88
N1 -1.82 0.87 -1.88
N2 -2.23 -0.01 -1.25
N3 0.01 0.35 -0.23
N4 0.00 -1.46 1.35
H1 -0.99 2.61 -2.36
H2 1.06 2.01 -1.29
H3 0.71 0.42 1.63
H4 1.65 -0.63 0.42
H5 -2.60 -0.94 -1.58
H6 -0.93 -1.08 1.58
H7 -0.22 -1.97 0.48

Output
Total charge: +1
HOMO-LUMO gap in eV: 7.899
HOMO level in eV: -14.2614

From most stable to least stable, the computed energies give <one>, <two>.

<one>
Formula: C4H6OS
Source: the Open Molecules 2025 dataset
Level of theory: wB97M-V/def2-TZVPD

Cartesian coordinates (Å):
C1 0.72 -1.46 1.65
C2 0.01 0.07 -0.01
C3 0.12 1.08 -0.91
C4 -1.03 1.45 -1.74
H1 0.36 -2.36 1.10
H2 -0.08 -1.28 2.33
H3 1.70 -1.67 2.10
H4 -0.88 -0.48 0.08
H5 1.06 1.59 -1.00
H6 -1.93 0.82 -1.62
O1 0.99 -0.39 0.83
S1 -1.04 2.63 -2.81

Output
Total charge: 0
HOMO-LUMO gap in eV: 8.265
HOMO level in eV: -8.4970

<two>
Formula: C4H6OS
Source: the Open Molecules 2025 dataset
Level of theory: wB97M-V/def2-TZVPD

Cartesian coordinates (Å):
C1 1.61 0.19 -0.01
C2 2.16 1.35 0.02
C3 -1.61 -0.20 -0.45
C4 -0.78 -1.10 0.50
O1 -1.19 1.07 -0.47
S1 0.90 -1.27 -0.26
H1 3.17 1.55 0.25
H2 1.58 2.15 -0.20
H3 -1.51 -0.81 -1.47
H4 -2.63 -0.13 0.04
H5 -0.58 -0.76 1.43
H6 -1.11 -2.05 0.62

Output
Total charge: 0
HOMO-LUMO gap (alpha / beta) in eV: 6.227 / 6.249
HOMO level (alpha / beta) in eV: -7.7704 / -7.7860

From most stable to least stable, the computed energies give <one>, <two>.

<one>
Formula: C4H6OS
Source: the Open Molecules 2025 dataset
Level of theory: wB97M-V/def2-TZVPD

Cartesian coordinates (Å):
C1 2.11 -0.29 0.15
C2 -0.22 -0.09 0.33
C3 -1.23 -0.51 -0.53
C4 -1.27 0.88 0.01
H1 2.09 -1.20 0.82
H2 -0.19 -0.26 1.41
H3 -1.00 -0.54 -1.57
H4 -1.93 -1.26 -0.24
H5 -0.90 1.68 -0.60
H6 -2.07 1.11 0.66
O1 1.01 0.25 -0.25
S1 3.60 0.23 -0.19

Output
Total charge: 0
HOMO-LUMO gap in eV: 9.270
HOMO level in eV: -8.6477

<two>
Formula: C4H6OS
Source: the Open Molecules 2025 dataset
Level of theory: wB97M-V/def2-TZVPD

Cartesian coordinates (Å):
C1 0.80 -0.28 1.30
C2 0.21 -1.08 0.17
C3 -0.13 -0.13 -0.95
C4 -0.66 1.19 -0.28
H1 0.85 -1.92 -0.05
H2 -0.68 -1.53 0.56
H3 -0.83 -0.46 -1.67
H4 0.81 0.17 -1.46
H5 -1.75 1.27 -0.06
H6 -0.41 2.04 -0.95
O1 1.56 -0.66 2.14
S1 0.23 1.39 1.24

Output
Total charge: 0
HOMO-LUMO gap in eV: 10.190
HOMO level in eV: -9.4250

<three>
Formula: C4H6OS
Source: the Open Molecules 2025 dataset
Level of theory: wB97M-V/def2-TZVPD

Cartesian coordinates (Å):
C1 1.67 0.44 -0.87
C2 0.92 -0.14 0.07
C3 -1.36 0.88 0.69
C4 -0.62 -0.34 0.21
O1 -1.40 0.36 -0.68
S1 -1.11 -2.00 0.64
H1 2.73 0.41 -0.93
H2 1.24 0.99 -1.61
H3 1.62 -0.66 0.82
H4 -2.26 0.87 1.41
H5 -0.93 1.82 0.68
H6 -0.51 -2.62 -0.42

Output
Total charge: 0
HOMO-LUMO gap in eV: 10.407
HOMO level in eV: -9.5525

From most stable to least stable, the computed energies give <two>, <one>, <three>.

<one>
Formula: C4H6OS
Source: the Open Molecules 2025 dataset
Level of theory: wB97M-V/def2-TZVPD

Cartesian coordinates (Å):
C1 0.60 -0.78 0.19
C2 1.85 -1.12 -0.08
C3 -0.09 1.76 0.73
C4 -1.52 -0.50 -0.61
O1 -0.62 -1.20 -0.01
S1 -1.63 1.16 0.77
H1 2.07 -2.09 -0.65
H2 2.60 -0.44 0.39
H3 0.44 1.87 1.68
H4 0.12 2.25 -0.21
H5 -1.26 -0.03 -1.61
H6 -2.56 -0.88 -0.60

Output
Total charge: 0
HOMO-LUMO gap (alpha / beta) in eV: 7.749 / 7.750
HOMO level (alpha / beta) in eV: -7.7462 / -7.7236

<two>
Formula: C4H6OS
Source: the Open Molecules 2025 dataset
Level of theory: wB97M-V/def2-TZVPD

Cartesian coordinates (Å):
C1 -0.18 -0.03 0.76
C2 0.55 0.44 -0.40
C3 -0.84 -1.07 1.61
C4 1.10 0.16 -1.72
O1 -1.56 2.27 -0.11
S1 -0.29 1.82 0.47
H1 -1.32 -0.63 2.39
H2 -0.11 -1.77 2.15
H3 -1.40 -1.61 0.96
H4 2.23 -0.34 -1.71
H5 1.45 1.11 -2.12
H6 0.38 -0.36 -2.29

Output
Total charge: 0
HOMO-LUMO gap in eV: 9.791
HOMO level in eV: -9.0356

From most stable to least stable, the computed energies give <two>, <one>.

<one>
Formula: CH4N2OS
Source: the Open Molecules 2025 dataset
Level of theory: wB97M-V/def2-TZVPD

Cartesian coordinates (Å):
C1 0.95 0.65 0.22
N1 -0.13 -0.16 -0.29
N2 0.12 -0.71 -1.38
O1 -0.50 -1.38 -2.10
S1 -1.73 0.00 1.54
H1 0.56 1.50 0.85
H2 1.65 0.06 0.78
H3 1.44 0.98 -0.60
H4 -2.36 -0.94 0.99

Output
Total charge: 0
HOMO-LUMO gap (alpha / beta) in eV: 7.885 / 7.841
HOMO level (alpha / beta) in eV: -9.1967 / -9.2877

<two>
Formula: CH4N2OS
Source: the Open Molecules 2025 dataset
Level of theory: wB97M-V/def2-TZVPD

Cartesian coordinates (Å):
C1 -0.53 -0.29 0.05
H1 -0.53 1.86 1.95
H2 0.96 1.04 0.31
H3 -1.54 -0.69 0.48
H4 1.15 -2.40 -2.11
N1 0.12 0.67 0.81
N2 -0.22 -1.01 -0.96
O1 -0.76 1.75 1.07
S1 1.35 -0.94 -1.60

Output
Total charge: 0
HOMO-LUMO gap in eV: 9.267
HOMO level in eV: -8.6852

From most stable to least stable, the computed energies give <two>, <one>.

<one>
Formula: C2HClN2O2
Source: the Open Molecules 2025 dataset
Level of theory: wB97M-V/def2-TZVPD

Cartesian coordinates (Å):
C1 -1.98 0.67 0.20
C2 1.41 -0.86 0.11
N1 -1.29 0.47 1.06
N2 1.35 0.37 -0.39
O1 2.20 -1.75 -0.10
O2 0.70 1.06 -1.08
Cl1 -3.16 0.83 -0.89
H1 0.77 -0.79 1.09

Output
Total charge: 0
HOMO-LUMO gap in eV: 8.355
HOMO level in eV: -9.4949

<two>
Formula: C2HClN2O2
Source: the Open Molecules 2025 dataset
Level of theory: wB97M-V/def2-TZVPD

Cartesian coordinates (Å):
C1 -0.19 0.11 -1.16
C2 -0.41 0.00 1.02
H1 1.68 -0.38 1.20
N1 1.02 -0.08 -0.83
N2 0.86 -0.25 0.59
O1 -0.96 0.07 2.10
O2 -1.15 0.21 -0.17
Cl1 -0.82 0.32 -2.75

Output
Total charge: 0
HOMO-LUMO gap in eV: 10.782
HOMO level in eV: -10.1403

From most stable to least stable, the computed energies give <two>, <one>.

<one>
Formula: C36H39BN12PtSSb
Source: the Open Molecules 2025 dataset
Level of theory: wB97M-V/def2-TZVPD

Cartesian coordinates (Å):
Pt1 0.20 0.88 -0.06
C1 -1.83 -2.88 -1.10
C2 -1.75 -1.49 -1.13
N1 -0.72 -1.09 -0.38
N2 -0.12 -2.19 0.12
C3 -0.79 -3.28 -0.29
B1 1.18 -1.99 0.96
N3 0.85 -1.01 2.13
C4 0.97 -1.20 3.45
C5 0.80 0.02 4.09
C6 0.56 0.92 3.07
N4 0.57 0.29 1.89
N5 2.22 -1.25 0.05
C7 3.43 -1.64 -0.37
C8 4.00 -0.63 -1.12
C9 3.05 0.38 -1.14
N6 1.98 -0.01 -0.43
N7 1.79 -3.24 1.50
C10 2.94 -3.32 2.23
C11 3.12 -4.63 2.60
C12 2.01 -5.30 2.05
N8 1.22 -4.47 1.40
H1 -2.56 -3.51 -1.58
H2 -2.36 -0.79 -1.67
H3 -0.47 -4.25 0.05
H4 1.20 -2.17 3.85
H5 0.84 0.22 5.15
H6 0.40 1.99 3.13
H7 3.82 -2.61 -0.11
H8 4.96 -0.62 -1.60
H9 3.07 1.35 -1.61
H10 3.54 -2.45 2.45
H11 3.92 -5.04 3.19
H12 1.76 -6.34 2.11
C13 -2.36 1.26 1.56
N9 -1.59 1.91 0.42
C14 -1.24 3.32 0.85
N10 -2.41 4.07 1.22
C15 -3.09 3.38 2.33
N11 -3.52 2.04 1.93
C16 -4.42 2.15 0.78
N12 -3.75 2.81 -0.34
C17 -2.59 2.05 -0.72
C18 -3.32 4.15 0.08
H13 -1.70 1.18 2.42
H14 -2.65 0.26 1.24
H15 -0.74 3.80 0.00
H16 -0.55 3.25 1.69
H17 -3.96 3.96 2.62
H18 -2.41 3.31 3.18
H19 -5.29 2.73 1.07
H20 -4.75 1.16 0.48
H21 -2.08 2.52 -1.55
H22 -2.90 1.04 -0.99
H23 -4.19 4.73 0.37
H24 -2.82 4.65 -0.75
S1 0.29 1.90 -2.17
Sb1 0.29 0.39 -3.97
C19 1.63 -1.21 -3.79
C20 1.30 -2.31 -3.01
C21 2.18 -3.39 -2.96
C22 3.37 -3.35 -3.68
C23 3.68 -2.25 -4.46
C24 2.81 -1.17 -4.53
C25 0.96 1.64 -5.50
C26 0.21 1.76 -6.66
C27 0.66 2.58 -7.68
C28 1.85 3.27 -7.54
C29 2.60 3.15 -6.37
C30 2.16 2.34 -5.34
C31 -1.56 -0.39 -4.52
C32 -2.76 0.27 -4.26
C33 -3.94 -0.28 -4.72
C34 -3.93 -1.48 -5.43
C35 -2.73 -2.13 -5.69
C36 -1.53 -1.59 -5.23
H25 0.36 -2.36 -2.47
H26 1.92 -4.25 -2.36
H27 4.04 -4.20 -3.64
H28 4.60 -2.23 -5.03
H29 3.05 -0.32 -5.16
H30 -0.73 1.22 -6.77
H31 0.08 2.68 -8.59
H32 2.20 3.91 -8.34
H33 3.53 3.70 -6.26
H34 2.74 2.26 -4.43
H35 -2.77 1.22 -3.74
H36 -4.88 0.23 -4.53
H37 -4.86 -1.90 -5.78
H38 -2.72 -3.05 -6.24
H39 -0.60 -2.11 -5.43

Output
Total charge: +2
Spin multiplicity: 2
HOMO-LUMO gap (alpha / beta) in eV: 8.394 / 6.545
HOMO level (alpha / beta) in eV: -13.9118 / -13.9027

<two>
Formula: C36H39BN12PtSSb
Source: the Open Molecules 2025 dataset
Level of theory: wB97M-V/def2-TZVPD

Cartesian coordinates (Å):
Pt1 0.26 0.34 1.52
C1 -1.33 -3.66 0.87
C2 -1.38 -2.28 0.70
N1 -0.50 -1.70 1.51
N2 0.15 -2.67 2.19
C3 -0.35 -3.86 1.83
B1 1.25 -2.24 3.18
N3 0.65 -1.15 4.10
C4 0.42 -1.23 5.42
C5 -0.03 -0.01 5.86
C6 -0.06 0.79 4.73
N4 0.35 0.10 3.66
N5 2.38 -1.58 2.36
C7 3.64 -1.97 2.14
C8 4.24 -1.06 1.29
C9 3.26 -0.12 1.02
N6 2.15 -0.44 1.69
N7 1.82 -3.36 4.01
C10 2.80 -3.21 4.95
C11 2.99 -4.41 5.56
C12 2.07 -5.28 4.92
N8 1.38 -4.64 4.00
H1 -1.92 -4.41 0.37
H2 -2.02 -1.69 0.07
H3 0.01 -4.76 2.30
H4 0.59 -2.14 5.96
H5 -0.30 0.27 6.87
H6 -0.32 1.83 4.68
H7 4.04 -2.86 2.60
H8 5.25 -1.10 0.91
H9 3.29 0.76 0.40
H10 3.29 -2.25 5.11
H11 3.70 -4.65 6.33
H12 1.90 -6.33 5.09
C13 -2.03 2.08 2.62
N9 -1.28 1.87 1.33
C14 -0.53 3.16 1.05
N10 -1.43 4.28 0.99
C15 -2.13 4.42 2.27
N11 -2.91 3.21 2.54
C16 -3.89 3.00 1.47
N12 -3.20 2.84 0.18
C17 -2.31 1.70 0.25
C18 -2.42 4.06 -0.07
H13 -1.32 2.25 3.40
H14 -2.61 1.17 2.84
H15 -0.02 3.05 0.10
H16 0.21 3.32 1.84
H17 -2.80 5.28 2.23
H18 -1.40 4.57 3.06
H19 -4.55 3.86 1.41
H20 -4.48 2.11 1.68
H21 -1.79 1.60 -0.70
H22 -2.88 0.80 0.45
H23 -3.10 4.91 -0.11
H24 -1.91 3.97 -1.03
S1 0.70 0.72 -0.80
Sb1 0.22 0.15 -3.03
C19 1.72 -1.18 -3.61
C20 1.71 -2.46 -3.08
C21 2.75 -3.33 -3.40
C22 3.77 -2.90 -4.24
C23 3.76 -1.62 -4.78
C24 2.73 -0.75 -4.46
C25 0.48 2.06 -3.86
C26 -0.56 2.66 -4.57
C27 -0.39 3.97 -5.01
C28 0.79 4.66 -4.73
C29 1.81 4.04 -4.02
C30 1.66 2.74 -3.58
C31 -1.72 -0.59 -3.38
C32 -2.58 -0.81 -2.32
C33 -3.85 -1.30 -2.57
C34 -4.25 -1.56 -3.88
C35 -3.38 -1.32 -4.94
C36 -2.10 -0.84 -4.70
H25 0.91 -2.79 -2.43
H26 2.75 -4.33 -2.99
H27 4.58 -3.58 -4.48
H28 4.56 -1.31 -5.44
H29 2.73 0.25 -4.89
H30 -1.48 2.13 -4.78
H31 -1.18 4.45 -5.56
H32 0.91 5.67 -5.07
H33 2.72 4.58 -3.81
H34 2.46 2.26 -3.01
H35 -2.26 -0.61 -1.30
H36 -4.53 -1.49 -1.75
H37 -5.24 -1.94 -4.07
H38 -3.69 -1.52 -5.95
H39 -1.42 -0.67 -5.53

Output
Total charge: +2
Spin multiplicity: 2
HOMO-LUMO gap (alpha / beta) in eV: 6.992 / 6.454
HOMO level (alpha / beta) in eV: -13.6539 / -13.6530

From most stable to least stable, the computed energies give <one>, <two>.